Record 1
ORCA calculation (the ωB97M-V functional and the def2-TZVPD basis) on a structure of composition C22H45N2P3SeY at a distorted geometry.

Structure (XYZ):
```
74
C22H45N2P3SeY (the ωB97M-V functional and the def2-TZVPD basis)
Y 1.42 -0.38 -0.49
P -1.13 0.69 1.26
P -0.25 -2.65 0.74
P 0.16 1.88 -1.67
H 3.00 -3.78 -5.08
C 3.67 -2.92 -4.88
C 3.63 -2.11 -3.80
H 2.96 -2.35 -2.98
C -2.89 0.37 0.86
C -1.10 0.05 2.98
C -1.27 2.48 1.67
C 0.32 -3.97 -0.41
C 0.20 -3.44 2.34
C -2.05 -3.09 0.77
C 0.87 1.43 -3.28
C 0.91 3.57 -1.44
C -1.54 2.36 -2.11
H 4.42 -2.82 -5.68
H 4.32 -1.30 -3.77
H -3.55 0.91 1.56
H -3.11 -0.71 0.87
H -3.08 0.74 -0.16
H -1.95 0.46 3.56
H -0.17 0.38 3.45
H -1.16 -1.05 2.97
H -2.34 2.77 1.81
H -0.85 3.07 0.84
H -0.71 2.68 2.59
H -0.09 -4.95 -0.12
H 1.42 -4.05 -0.42
H 0.00 -3.75 -1.43
H -0.30 -4.42 2.45
H -0.11 -2.81 3.19
H 1.29 -3.59 2.40
H -2.17 -4.16 1.03
H -2.51 -2.91 -0.21
H -2.56 -2.50 1.54
H 0.89 2.29 -3.95
H 0.28 0.63 -3.73
H 1.90 1.07 -3.17
H 0.93 4.09 -2.43
H 1.94 3.47 -1.05
H 0.29 4.16 -0.73
H -1.55 3.05 -2.97
H -2.05 2.86 -1.27
H -2.13 1.47 -2.36
C -1.42 -1.73 -3.85
C -0.33 -2.49 -4.31
C -0.15 -2.70 -5.66
C -1.14 -2.31 -6.57
C -2.30 -1.66 -6.11
C -2.45 -1.36 -4.75
Se -1.43 -1.24 -2.05
H 0.98 -1.47 -2.17
H 0.41 -2.82 -3.57
H 0.77 -3.19 -6.01
H -1.03 -2.50 -7.63
H -3.04 -1.39 -6.87
H -3.31 -0.85 -4.31
C 2.74 3.27 3.89
C 2.68 2.14 2.94
C 3.22 0.85 3.01
C 2.83 0.18 1.84
N 2.08 1.03 1.06
N 2.01 2.19 1.77
C 3.13 -1.19 1.39
H 2.23 2.98 4.84
H 3.78 3.54 4.15
H 2.25 4.15 3.42
H 3.81 0.43 3.82
H 1.52 2.99 1.37
H 4.04 -1.56 1.87
H 2.31 -1.92 1.63
H 3.38 -1.26 0.29
```

Properties
Charge: +3
Relative energy (zero: lowest compared OMol25 entry of this formula, charge and spin) (kcal/mol): 22.8
DFT total energy (eV): -120752.175
Max |F| (eV/Å): 3.144
Frontier orbital gap (alpha / beta) (eV): 5.87 / 5.48



Record 2
ORCA calculation (the ωB97M-V functional and the def2-TZVPD basis) on a cluster of 12 separate species, C22H46Br2O21 in total at a distorted geometry.

Structure (XYZ):
```
91
C22H46Br2O21 (the ωB97M-V functional and the def2-TZVPD basis)
C 1.11 2.72 -4.91
C 0.15 2.35 -6.01
C -1.23 1.84 -5.60
O -2.07 2.33 -6.65
C -1.37 3.19 -7.43
O -1.75 3.65 -8.45
O -0.17 3.46 -6.84
H 2.12 2.75 -5.29
H 1.06 2.00 -4.10
H 0.88 3.71 -4.51
H 0.63 1.56 -6.61
H -1.56 2.31 -4.67
H -1.28 0.76 -5.58
C 2.23 0.46 -0.90
C 0.84 -0.13 -0.78
C 0.87 -1.38 0.13
O -0.21 -1.18 1.02
C -0.70 0.07 0.90
O -1.58 0.49 1.58
O 0.01 0.76 0.00
H 2.53 0.78 0.09
H 2.26 1.31 -1.58
H 2.85 -0.32 -1.35
H 0.37 -0.31 -1.75
H 1.78 -1.44 0.72
H 0.80 -2.26 -0.50
C 4.23 0.35 2.26
C 4.29 -0.92 3.05
C 3.96 -0.73 4.54
O 2.93 -1.68 4.81
C 2.49 -2.21 3.65
O 1.57 -2.96 3.56
O 3.23 -1.78 2.61
H 5.05 1.05 2.48
H 3.30 0.85 2.55
H 4.21 0.19 1.19
H 5.24 -1.45 2.93
H 3.59 0.27 4.76
H 4.81 -0.92 5.20
C -2.06 -3.15 3.05
C -2.28 -4.19 1.98
C -1.02 -4.48 1.13
O -0.87 -5.91 1.17
C -1.87 -6.45 1.92
O -2.13 -7.60 1.96
O -2.51 -5.49 2.60
H -1.11 -3.34 3.54
H -2.83 -3.22 3.81
H -2.05 -2.16 2.60
H -3.19 -4.02 1.41
H -0.11 -4.08 1.57
H -1.15 -4.16 0.10
C -4.55 1.42 1.35
C -4.09 2.28 0.21
C -4.77 2.02 -1.14
O -5.19 3.30 -1.58
C -4.77 4.25 -0.70
O -4.85 5.42 -0.90
O -4.28 3.68 0.42
H -4.23 0.40 1.17
H -5.64 1.42 1.44
H -4.14 1.78 2.29
H -3.01 2.13 0.10
H -5.65 1.37 -1.04
H -4.09 1.52 -1.83
Br -0.12 2.28 4.29
C -1.55 1.12 4.93
C -2.64 1.97 5.56
Br -3.76 0.79 6.64
H -1.11 0.45 5.65
H -1.94 0.62 4.05
H -3.28 2.40 4.80
H -2.24 2.75 6.19
O -1.54 -2.03 -2.73
H -2.44 -1.84 -3.00
H -1.56 -2.97 -2.49
O 2.85 3.36 1.43
H 1.98 3.77 1.41
H 3.41 4.00 1.89
O 4.71 2.69 -2.03
H 4.58 2.40 -1.12
H 5.62 2.97 -2.08
O 3.63 -3.30 -0.18
H 3.46 -3.37 0.77
H 3.14 -4.03 -0.57
O 0.67 -3.14 -4.27
H 0.74 -2.64 -5.09
H 0.17 -2.57 -3.67
O 3.74 0.54 -4.02
H 3.79 1.20 -3.31
H 4.66 0.31 -4.20
```

Properties
Charge: 0
DFT total energy (eV): -206644.484
Max |F| (eV/Å): 1.186
Frontier orbital gap (eV): 10.00
Structure (SMILES): C[C@H]1COC(=O)O1.C[C@H]1COC(=O)O1.C[C@H]1COC(=O)O1.C[C@H]1COC(=O)O1.C[C@H]1COC(=O)O1.BrCCBr.O.O.O.O.O.O



Record 3
ORCA calculation (the ωB97M-V functional and the def2-TZVPD basis) on a cluster of 7 separate species, C22H46Br4N2O11 in total at a distorted geometry.

Structure (XYZ):
```
85
C22H46Br4N2O11 (the ωB97M-V functional and the def2-TZVPD basis)
C -2.75 -7.24 -1.49
C -2.53 -6.42 -2.76
O -3.13 -5.11 -2.59
C -2.32 -4.06 -2.69
O -1.15 -4.08 -2.96
O -3.03 -2.96 -2.45
C -2.30 -1.73 -2.44
H -3.80 -7.53 -1.39
H -2.41 -6.67 -0.63
H -2.17 -8.15 -1.57
H -3.02 -6.87 -3.62
H -1.47 -6.31 -2.94
H -2.16 -1.34 -3.45
H -1.34 -1.89 -1.95
H -2.91 -1.03 -1.87
C 5.05 2.93 7.11
C 4.11 2.07 6.31
O 4.36 2.31 4.91
C 3.37 2.03 4.07
O 2.24 1.75 4.36
O 3.83 2.11 2.82
C 2.85 1.92 1.81
H 6.08 2.82 6.76
H 5.04 2.63 8.16
H 4.80 3.99 7.06
H 3.08 2.33 6.56
H 4.22 1.00 6.49
H 3.37 2.17 0.88
H 2.03 2.62 1.93
H 2.50 0.90 1.75
C -1.10 4.83 -4.13
C -1.31 3.35 -3.90
O -0.70 2.67 -5.00
C -0.83 1.36 -5.02
O -1.54 0.71 -4.28
O -0.11 0.87 -6.01
C -0.04 -0.53 -6.09
H -1.27 5.40 -3.21
H -1.72 5.18 -4.94
H -0.03 4.98 -4.32
H -2.37 3.10 -3.84
H -0.83 2.99 -2.98
H 0.19 -1.02 -5.15
H 0.71 -0.80 -6.83
H -0.98 -0.95 -6.46
C -0.99 5.79 1.06
N -1.77 5.47 -0.11
C -1.88 4.07 -0.42
C -2.33 6.43 -0.88
O -3.08 6.22 -1.81
H -1.46 5.35 1.95
H -0.92 6.86 1.19
H 0.01 5.34 1.03
H -2.50 3.90 -1.29
H -0.89 3.63 -0.52
H -2.39 3.54 0.40
H -2.01 7.44 -0.59
C -0.50 -2.13 3.36
N -0.06 -1.56 4.60
C -0.49 -0.21 4.89
C 0.95 -2.13 5.30
O 1.44 -3.21 5.07
H -0.34 -1.47 2.50
H -1.58 -2.31 3.38
H -0.01 -3.08 3.16
H -1.54 -0.08 4.64
H -0.38 0.00 5.96
H 0.11 0.52 4.33
H 1.29 -1.52 6.15
Br 1.27 -0.53 -2.70
C 0.24 0.52 -1.41
C 0.17 -0.20 -0.08
Br -0.57 1.02 1.27
H -0.74 0.64 -1.86
H 0.77 1.46 -1.31
H 1.18 -0.43 0.24
H -0.50 -1.04 -0.05
Br 0.87 -3.55 -0.04
C 1.62 -4.62 -1.49
C 1.16 -6.03 -1.31
Br 1.70 -7.00 -2.95
H 2.70 -4.54 -1.48
H 1.20 -4.20 -2.40
H 0.08 -6.11 -1.27
H 1.66 -6.57 -0.52
```

Properties
Charge: 0
Relative energy (zero: lowest compared OMol25 entry of this formula, charge and spin) (kcal/mol): 0.0
DFT total energy (eV): -329233.895
Max |F| (eV/Å): 1.549
Frontier orbital gap (eV): 9.33
Structure (SMILES): CCOC(=O)OC.CCOC(=O)OC.CCOC(=O)OC.CN(C)C=O.CN(C)C=O.BrCCBr.BrCCBr